[1]
{"formula": "C37H58N3O9", "method": "ωB97M-V/def2-TZVPD", "symbols": ["H", "C", "H", "C", "H", "C", "H", "H", "C", "C", "H", "H", "C", "H", "C", "C", "H", "H", "H", "C", "O", "O", "O", "C", "C", "H", "O", "H", "H", "H", "C", "H", "H", "C", "H", "C", "C", "H", "O", "H", "N", "C", "H", "H", "C", "H", "H", "C", "H", "H", "H", "C", "H", "C", "H", "H", "N", "H", "H", "C", "H", "H", "C", "C", "H", "H", "H", "H", "C", "H", "H", "H", "C", "H", "H", "H", "C", "H", "C", "C", "C", "O", "H", "H", "H", "O", "O", "C", "H", "C", "H", "O", "C", "C", "H", "H", "H", "H", "H", "C", "H", "C", "H", "N", "C", "H", "C"], "coordinates": [[4.36, -9.86, 0.00], [-8.18, 2.88, -1.46], [3.70, -2.88, 0.47], [-2.63, -3.10, 2.46], [-9.42, 3.38, 0.28], [-7.06, 1.16, -0.45], [5.77, -11.08, -1.49], [-3.60, -2.62, 2.30], [-2.18, 0.65, 0.94], [4.53, -5.07, -1.18], [-2.43, 5.19, 3.20], [-2.71, 2.88, -3.35], [-8.99, 2.51, -0.22], [2.33, -0.52, -1.50], [2.92, 1.99, -2.43], [-1.21, 0.32, -1.97], [-0.72, -2.96, 0.17], [-2.54, -4.04, 2.99], [3.98, 5.07, -1.88], [0.23, 3.94, 4.84], [4.36, -7.40, -3.00], [1.84, -5.01, 0.95], [-7.24, 1.81, -1.63], [-7.96, 1.75, 0.61], [-0.74, 0.48, 0.47], [3.29, 2.15, -3.45], [-2.10, 2.34, 2.74], [1.41, 5.06, -1.25], [2.37, -0.01, 0.18], [-2.47, -0.04, 1.73], [1.70, -0.18, -0.68], [-4.34, 3.15, 1.79], [-2.16, 6.90, 4.92], [-0.47, 5.97, 5.84], [2.87, -8.25, -0.88], [3.20, -9.00, -1.60], [3.22, 4.43, -2.34], [-4.47, 1.47, 2.23], [3.52, -5.69, -0.37], [0.34, -0.97, 1.59], [-0.51, 1.06, -0.90], [0.99, 1.14, -1.06], [1.12, 1.08, -3.26], [5.45, -4.99, -0.59], [3.86, -10.19, -0.91], [-7.37, 2.42, 1.24], [2.37, -9.31, -2.24], [0.39, 4.89, 5.82], [5.90, 4.18, 0.14], [2.24, -2.79, -0.56], [-2.85, 0.45, 0.10], [-0.16, -0.95, 0.61], [3.49, 1.14, -2.05], [-0.83, 2.98, 2.83], [3.32, -3.79, -2.42], [-0.07, 2.21, 3.05], [-2.12, 2.47, -2.63], [2.07, 6.23, -2.42], [-0.72, -2.32, 2.82], [-1.20, -2.09, 0.63], [-0.35, 6.74, 6.59], [1.18, 4.80, 6.54], [-1.48, 6.06, 4.92], [4.31, -8.47, -2.47], [-7.63, 3.82, -1.33], [1.22, 4.81, -3.03], [0.91, 3.09, 4.79], [-8.42, 0.97, 1.21], [5.05, 3.49, 0.23], [-4.50, 1.95, 0.48], [-2.13, -1.85, 0.09], [-0.49, -0.21, -2.60], [1.88, 5.17, -2.23], [-0.51, 3.43, 1.88], [-2.49, 0.78, -3.72], [1.31, 1.89, -0.33], [1.41, 1.72, -2.42], [-8.80, 2.97, -2.35], [2.71, -4.75, 0.17], [-4.07, 2.14, 1.46], [4.65, 3.04, -1.16], [5.28, -9.40, -2.61], [5.41, 2.66, 0.85], [4.27, 4.03, 0.77], [3.53, 4.30, -3.39], [-6.26, 0.28, -0.29], [5.51, 2.62, -1.91], [-1.64, 5.11, 3.93], [0.93, 2.70, -2.49], [4.89, -10.62, -1.94], [4.73, -5.68, -2.06], [0.84, -1.26, -0.36], [-1.47, -2.51, 2.05], [3.97, -3.70, -1.54], [4.73, -2.96, -1.76], [3.17, -10.99, -0.64], [-0.83, 2.04, -0.83], [-0.13, 1.11, 1.13], [4.48, -11.30, -2.69], [3.12, -3.38, -0.31], [-1.87, -0.45, -1.58], [-0.77, 4.04, 3.90], [-2.23, 2.85, 0.70], [3.26, 3.15, -1.58], [-2.53, 2.08, 1.43], [-9.80, 1.84, -0.50], [-2.01, 1.23, -2.85]], "charge": 1, "gap_ev": 8.572, "homo_ev": -10.57, "multiplicity": 1}

=====

[2]
{"formula": "C21H56AsF6O21S7", "method": "ωB97M-V/def2-TZVPD", "symbols": ["H", "O", "H", "O", "O", "S", "H", "H", "C", "C", "H", "F", "C", "H", "H", "H", "S", "O", "O", "O", "C", "S", "H", "C", "O", "F", "H", "O", "F", "H", "H", "S", "H", "H", "C", "C", "H", "H", "H", "H", "S", "H", "H", "C", "O", "H", "F", "F", "H", "S", "H", "C", "F", "H", "O", "H", "H", "H", "O", "H", "C", "H", "O", "H", "H", "H", "H", "O", "H", "H", "H", "C", "H", "H", "H", "C", "H", "C", "O", "O", "H", "C", "O", "H", "As", "O", "C", "H", "H", "O", "H", "H", "H", "C", "H", "H", "C", "H", "O", "O", "H", "O", "H", "C", "C", "S", "H", "H", "H", "H", "C", "C"], "coordinates": [[5.68, -2.69, -2.50], [1.52, 2.15, -3.83], [3.68, 3.78, -0.26], [-0.71, 3.65, 5.47], [4.53, -4.58, 0.84], [3.55, -4.09, -0.09], [-4.31, 1.06, 3.43], [0.29, 1.59, 3.83], [-3.57, 1.69, 2.93], [-4.60, -0.51, -1.27], [-0.84, -4.92, 5.85], [-1.34, 1.22, -0.26], [6.58, -4.37, -1.44], [0.38, -5.54, 7.03], [6.85, -4.50, -0.40], [0.86, -4.54, 5.74], [0.39, 3.00, -4.14], [4.21, -3.78, -1.52], [-0.51, -2.16, 6.18], [-5.02, 2.09, -1.41], [5.54, -3.27, -1.59], [3.82, 1.38, 1.24], [-1.03, 4.14, -6.38], [3.13, -0.57, -3.31], [0.90, -3.06, -6.18], [-2.22, -0.79, 0.88], [-1.29, -0.89, 4.02], [1.11, -2.75, 7.94], [-0.20, -2.06, 0.32], [-6.54, 0.80, 3.08], [-0.86, 2.41, -8.20], [-5.69, 0.89, -1.05], [-2.78, -1.80, 3.77], [-0.48, -1.91, -4.02], [1.57, 3.32, -0.50], [-1.66, 2.39, -7.46], [-6.48, -1.12, 0.68], [-1.84, 1.36, -7.16], [-4.13, 2.41, 2.34], [-1.32, -2.66, 3.59], [0.77, -1.64, -6.08], [2.37, -0.08, -2.71], [3.18, -1.73, -0.43], [0.63, 2.55, 3.44], [0.51, 4.44, -4.32], [-2.53, -1.54, 6.10], [-1.38, -0.94, -1.48], [-0.10, -0.04, 1.67], [1.84, -2.19, -3.73], [-0.15, -3.18, 7.40], [5.66, -2.45, -0.87], [-1.76, -1.85, 4.17], [0.79, 0.04, -0.68], [-5.10, -1.38, -0.87], [-0.16, 5.05, 3.46], [3.40, -2.32, -4.56], [0.53, 2.47, 2.36], [5.56, 2.92, 0.54], [-7.01, 0.53, -1.52], [1.91, -2.43, 0.59], [-0.99, 2.58, -3.06], [-1.22, 1.52, -3.08], [-1.88, 3.34, 3.31], [-3.67, -0.22, -0.78], [1.53, 2.26, -0.75], [-1.84, 3.14, -3.44], [6.21, 1.52, 1.48], [2.39, -4.90, -0.36], [-0.12, -0.17, -4.46], [1.44, 3.90, -1.42], [-5.34, -0.56, 2.80], [-6.35, -0.18, 2.65], [-3.00, 1.01, 2.29], [-3.27, 2.78, 4.74], [7.48, -4.08, -2.00], [-1.25, 3.09, -6.18], [0.64, 3.56, 0.02], [2.61, -1.63, -4.26], [-5.84, 0.95, 0.61], [2.81, 2.68, 1.38], [3.87, -1.07, -2.67], [-1.83, -2.24, 5.65], [2.10, -0.96, -5.43], [3.55, -2.06, 1.25], [-0.73, -0.41, 0.05], [3.68, 0.58, 2.44], [0.04, -4.69, 6.44], [2.66, 4.60, 0.87], [1.65, 2.86, 3.62], [-1.30, -3.37, 8.25], [-7.66, 0.14, 0.96], [3.75, 0.15, -3.84], [-0.70, 2.89, -2.06], [-6.62, -0.14, 1.14], [-7.08, -0.90, 3.04], [-2.60, 2.79, -7.83], [5.41, 2.25, 1.38], [6.27, -5.32, -1.86], [0.46, -0.85, -7.26], [3.69, 0.81, -0.08], [5.29, 2.83, 2.30], [-0.23, 2.36, -5.52], [-1.43, -0.97, -5.25], [-0.45, -1.15, -4.80], [2.78, 3.65, 0.35], [-0.52, 3.79, 4.06], [-2.26, -3.23, 5.76], [-2.05, 1.56, 4.40], [-4.40, -0.49, -2.34], [-2.13, 3.08, -5.52], [-2.66, 2.35, 3.95], [2.98, -2.41, 0.39]], "charge": -1, "gap_ev": 10.872, "homo_ev": -9.11, "relative_energy_ev": 2.567, "multiplicity": 1}

=====

[3]
{"formula": "C2H14N2O3", "method": "ωB97M-V/def2-TZVPD", "symbols": ["H", "H", "H", "H", "O", "N", "H", "H", "H", "C", "H", "O", "N", "H", "H", "H", "H", "C", "H", "O", "H"], "coordinates": [[3.44, 0.21, 0.13], [-1.96, -2.28, 0.28], [-1.32, 2.33, -0.36], [-3.06, 0.94, 0.44], [3.16, -0.62, -0.32], [-1.12, 1.82, 0.55], [0.88, 0.35, -2.65], [-1.08, -2.14, -1.34], [-0.14, 1.49, 0.58], [-2.08, 0.64, 0.54], [-0.16, 0.18, -1.36], [0.84, 0.35, -1.67], [-1.79, -0.25, -0.56], [1.40, -0.97, 1.41], [2.31, 0.10, 1.92], [-2.00, 0.21, 1.53], [-2.68, -0.44, -1.00], [-1.30, -1.61, -0.31], [2.38, -0.34, -0.84], [1.37, -0.15, 1.94], [-0.41, -1.47, 0.32]], "smiles": "CNCN.O.O.O", "gap_ev": 9.976, "homo_ev": -9.34, "relative_energy_ev": 1.320, "multiplicity": 1}

=====

[4]
{"formula": "C60H153N11O24", "method": "ωB97M-V/def2-TZVPD", "symbols": ["H", "O", "C", "H", "H", "H", "H", "H", "H", "O", "C", "H", "H", "H", "H", "O", "H", "H", "C", "C", "H", "H", "H", "N", "H", "N", "H", "C", "H", "N", "H", "O", "C", "C", "C", "H", "H", "H", "O", "O", "H", "H", "H", "H", "H", "H", "C", "H", "O", "O", "H", "C", "H", "C", "O", "H", "C", "O", "C", "C", "O", "C", "H", "C", "C", "H", "H", "C", "H", "H", "H", "C", "H", "H", "N", "H", "H", "C", "H", "H", "H", "C", "H", "H", "H", "C", "H", "H", "C", "H", "C", "C", "C", "H", "H", "H", "H", "C", "O", "H", "C", "H", "H", "H", "C", "O", "H", "H", "H", "C", "H", "C", "H", "C", "H", "H", "C", "H", "C", "H", "H", "H", "O", "O", "H", "H", "H", "H", "C", "H", "H", "H", "N", "C", "O", "C", "H", "C", "H", "H", "H", "H", "N", "C", "C", "H", "O", "H", "C", "H", "H", "H", "C", "H", "H", "H", "H", "H", "H", "H", "H", "H", "H", "C", "H", "H", "H", "C", "H", "H", "O", "H", "N", "H", "H", "H", "C", "H", "O", "H", "C", "H", "H", "H", "H", "H", "H", "C", "H", "H", "C", "C", "H", "H", "C", "H", "H", "H", "H", "H", "H", "C", "O", "H", "H", "H", "O", "H", "C", "C", "H", "H", "H", "C", "C", "H", "O", "H", "H", "C", "N", "C", "H", "H", "C", "H", "H", "N", "H", "H", "N", "H", "O", "H", "C", "H", "N", "H", "H", "H", "O", "H", "H", "C", "H", "H", "H", "H"], "coordinates": [[-18.86, -27.85, -4.95], [-16.01, -21.43, 10.89], [-16.95, -13.63, 3.97], [-18.91, -27.67, -1.44], [-10.65, -20.04, 1.46], [-18.42, -34.13, 11.52], [-21.32, -21.42, 8.16], [-10.45, -26.25, 2.63], [-13.11, -23.76, 10.69], [-22.96, -21.16, 3.98], [-14.34, -21.44, 5.49], [-20.93, -18.29, 10.86], [-19.50, -20.52, 2.42], [-13.27, -19.57, 5.43], [-10.72, -18.36, 2.12], [-19.37, -25.65, 11.17], [-18.21, -31.80, 11.16], [-16.60, -15.69, 6.53], [-20.11, -11.42, 6.93], [-15.65, -22.29, 3.57], [-11.78, -21.51, 10.51], [-19.18, -18.61, 0.41], [-19.55, -10.85, 4.93], [-18.52, -19.54, 7.24], [-11.72, -18.84, 0.82], [-17.09, -20.83, 10.83], [-13.10, -20.42, 6.85], [-18.83, -24.38, 11.38], [-17.33, -18.79, 2.02], [-21.28, -16.60, 11.99], [-11.50, -24.03, 10.33], [-15.04, -19.54, 6.67], [-17.10, -17.74, 1.85], [-13.87, -20.15, 6.13], [-19.09, -31.64, 11.79], [-18.71, -26.66, 0.89], [-15.74, -17.94, 7.88], [-21.38, -20.71, 11.54], [-15.27, -16.18, 2.30], [-19.07, -15.33, -0.26], [-19.22, -13.31, -0.40], [-18.69, -25.01, 8.67], [-20.22, -15.32, 6.76], [-21.92, -20.82, 5.79], [-16.76, -11.74, 4.89], [-20.78, -14.10, -0.82], [-12.35, -19.68, 2.78], [-24.38, -14.24, 14.85], [-18.80, -16.88, 10.14], [-18.32, -18.52, 6.63], [-8.26, -26.30, 2.29], [-19.35, -33.99, 12.07], [-14.07, -24.16, 5.80], [-22.00, -17.40, 12.93], [-9.36, -27.98, 2.99], [-11.66, -28.49, 7.51], [-18.75, -17.68, 0.04], [-13.03, -20.78, 2.24], [-10.56, -27.22, 3.11], [-19.60, -16.44, 0.51], [-17.73, -21.27, 2.84], [-19.09, -11.26, 5.83], [-24.00, -19.36, 6.61], [-16.49, -21.82, 2.37], [-21.74, -20.90, 10.53], [-19.21, -22.64, 9.05], [-20.68, -16.56, 0.36], [-22.00, -22.15, 3.57], [-20.23, -25.84, -1.00], [-19.97, -24.48, 3.42], [-21.79, -15.73, 11.97], [-18.85, -21.22, 1.89], [-16.84, -16.56, 9.67], [-20.87, -11.86, 9.28], [-22.90, -18.38, 5.11], [-21.02, -11.83, 6.50], [-21.01, -13.58, 8.65], [-23.70, -19.54, 5.58], [-17.98, -15.44, 5.51], [-18.28, -10.68, 6.27], [-10.58, -22.50, 8.85], [-14.17, -24.99, 6.49], [-16.13, -13.44, 3.28], [-20.95, -23.71, 7.02], [-22.77, -14.37, 15.52], [-17.94, -20.79, 6.57], [-19.13, -28.77, -3.52], [-18.20, -27.56, 6.61], [-23.63, -14.95, 15.20], [-17.95, -24.18, 10.77], [-22.23, -16.63, 14.22], [-19.15, -25.66, -0.93], [-19.89, -14.15, -0.19], [-22.82, -20.84, 10.43], [-23.30, -21.69, 5.92], [-21.95, -14.59, 6.64], [-15.75, -20.45, 4.51], [-12.38, -23.56, 9.90], [-16.34, -14.23, 5.08], [-13.89, -14.92, 3.16], [-18.69, -26.69, 11.82], [-17.68, -17.04, 2.44], [-11.34, -27.81, 2.62], [-16.04, -26.72, -4.01], [-16.89, -15.47, 5.50], [-19.93, -32.78, 11.68], [-16.97, -19.68, 12.49], [-19.58, -16.35, 1.60], [-13.43, -27.11, 7.94], [-17.53, -12.32, 4.38], [-21.99, -22.35, 2.50], [-15.61, -17.58, 2.13], [-16.71, -22.69, 1.76], [-18.50, -24.21, 7.95], [-21.76, -16.13, 7.21], [-21.30, -20.12, 9.91], [-14.83, -18.37, 7.45], [-22.62, -17.37, 14.92], [-17.15, -19.49, 11.43], [-14.66, -24.68, 7.41], [-7.93, -26.87, 3.96], [-21.32, -16.23, 14.67], [-23.22, -15.62, 14.04], [-19.24, -19.62, 8.19], [-18.54, -26.42, 12.87], [-7.43, -27.84, 2.52], [-16.44, -27.50, -5.55], [-13.49, -22.10, 5.33], [-14.00, -15.97, 2.91], [-19.24, -33.93, 13.15], [-20.17, -13.91, 0.83], [-17.88, -15.14, 9.45], [-18.64, -12.56, 5.29], [-20.75, -23.50, 8.07], [-19.53, -12.35, 7.81], [-20.82, -16.95, 4.86], [-18.28, -24.43, 2.86], [-18.55, -27.94, -3.91], [-17.56, -26.73, 7.89], [-22.67, -22.52, 8.34], [-18.48, -13.32, 5.93], [-20.29, -10.48, 7.45], [-19.39, -23.08, 8.16], [-11.29, -19.21, 1.75], [-11.68, -27.69, 6.77], [-17.45, -21.26, 7.42], [-11.29, -21.88, 8.67], [-17.11, -20.60, 5.89], [-21.63, -22.35, 8.62], [-20.97, -19.03, 4.71], [-21.02, -21.71, 3.76], [-20.68, -30.25, 11.71], [-13.03, -26.98, 6.94], [-13.11, -21.56, 9.55], [-17.64, -14.25, 3.40], [-14.99, -21.94, 6.21], [-20.28, -15.46, 9.84], [-22.11, -17.25, 10.19], [-17.81, -11.74, 3.50], [-23.96, -15.65, 15.97], [-20.55, -27.76, 12.15], [-14.88, -22.95, 3.17], [-19.71, -26.13, -3.20], [-19.67, -30.31, 11.30], [-17.69, -26.88, 11.43], [-21.16, -18.51, 6.37], [-19.83, -13.24, 9.70], [-22.92, -20.85, 5.34], [-20.92, -16.87, 3.77], [-18.58, -20.87, 0.89], [-21.52, -15.81, 5.22], [-11.71, -26.13, 4.48], [-18.55, -26.76, -1.66], [-19.71, -30.16, 10.22], [-19.76, -16.87, 5.09], [-24.64, -19.52, 5.02], [-18.56, -24.84, 6.52], [-17.88, -16.47, 8.31], [-21.47, -22.24, 10.07], [-18.72, -17.84, -1.04], [-10.94, -26.90, 4.53], [-16.02, -21.00, 1.82], [-19.59, -23.61, 11.25], [-18.88, -29.32, 12.97], [-21.40, -18.28, 13.17], [-18.74, -21.36, 6.10], [-19.99, -34.84, 11.84], [-16.20, -27.68, -4.50], [-17.66, -25.28, 0.68], [-14.38, -17.58, 6.84], [-20.11, -16.54, 9.78], [-12.17, -22.09, 9.68], [-21.05, -24.37, 8.67], [-22.12, -23.10, 4.10], [-21.46, -18.29, 5.35], [-15.43, -18.14, 3.05], [-16.55, -27.45, 6.56], [-22.95, -17.74, 12.50], [-13.81, -27.51, 6.39], [-23.49, -17.55, 5.07], [-19.85, -27.89, 10.56], [-17.41, -26.83, 6.82], [-19.67, -24.94, 1.40], [-18.70, -31.57, 12.80], [-11.99, -19.94, 3.78], [-13.10, -18.89, 2.82], [-17.38, -25.55, 6.20], [-14.87, -25.66, 6.00], [-21.14, -17.23, 10.68], [-19.25, -24.90, 2.72], [-12.61, -24.05, 8.95], [-17.97, -25.86, -3.52], [-13.89, -16.42, 3.90], [-18.71, -26.57, -3.14], [-8.18, -27.17, 2.95], [-19.16, -25.93, 3.07], [-12.94, -25.59, 6.68], [-10.86, -27.05, 7.09], [-13.77, -20.95, 2.83], [-21.28, -15.44, 6.53], [-11.38, -28.03, 5.35], [-17.83, -16.22, 9.37], [-18.83, -24.09, 5.77], [-20.31, -16.96, 8.80], [-19.61, -27.93, 11.62], [-18.05, -18.91, 11.26], [-19.27, -22.21, 1.73], [-15.04, -21.12, 4.24], [-17.31, -16.42, 0.35], [-19.45, -25.45, 6.46], [-18.89, -29.17, 11.97], [-17.50, -23.86, 8.21], [-18.15, -21.30, 10.38], [-16.28, -22.83, 4.26], [-20.36, -12.74, 8.89], [-15.24, -28.19, -4.39], [-17.38, -17.42, 0.45], [-18.66, -24.24, 12.45], [-13.17, -16.25, 2.27], [-11.94, -28.79, 4.97], [-17.23, -28.44, -3.88], [-14.20, -18.66, 8.29], [-10.08, -26.43, 4.99], [-18.68, -25.63, 0.55], [-15.05, -18.00, 1.29], [-16.55, -16.34, 4.93], [-16.21, -18.99, 11.21], [-19.04, -24.66, -1.34]], "gap_ev": 7.909, "homo_ev": -8.14, "multiplicity": 1}

=====

Looking at LUMO level for the records above, in order, we have -2.0 1.8 0.6 -0.2 eV.